# 1
C31H42BBrCl2I3N2O2S | ωB97M-V/def2-TZVPD

Each line ends with the Löwdin charge.
Positions of all 85 atoms, in Å:
C 4.806 -6.409 0.582  -0.1087
C 4.283 -5.065 0.083  -0.2884
C 4.228 -4.026 1.218  -0.6514
Br 2.616 -4.262 2.283  0.7525
C 4.438 -2.604 0.740  -0.2470
C 5.644 -2.318 0.103  -0.0750
C 5.921 -1.046 -0.327  -0.6563
Cl 7.441 -0.672 -1.078  0.6734
C 5.005 -0.013 -0.142  -0.4577
C 3.797 -0.272 0.487  -0.2040
C 3.541 -1.574 0.914  0.0097
N 2.805 0.707 0.761  0.0777
B 2.923 1.266 2.148  -0.5351
C 2.112 0.579 3.309  0.0269
O 3.756 2.345 2.400  0.1444
C 2.667 1.719 -0.235  -0.1622
C 1.384 2.240 -0.434  -0.1311
C 0.207 1.727 0.377  -0.1228
C -0.100 0.225 0.193  -0.1689
C -0.311 -0.224 -1.255  -0.1747
C -1.783 -0.056 -1.705  -0.2107
C -2.456 -1.397 -2.036  -0.2036
C -3.238 -1.981 -0.857  -0.2036
C -4.357 -2.948 -1.273  -0.2163
C -5.737 -2.292 -1.230  -0.2180
C -6.049 -1.668 0.150  -0.1976
C -6.145 -0.137 -0.004  -0.1954
C -6.010 0.630 1.299  -0.2937
O -4.736 0.320 1.834  -0.2381
C -4.051 1.362 2.520  -0.2520
C 1.204 3.269 -1.364  -0.3378
C -0.113 3.914 -1.594  -0.7657
I -1.138 3.402 -3.366  0.9808
C -0.656 4.796 -0.760  -0.7747
C -1.985 5.458 -0.919  -0.1940
I 0.431 5.336 0.972  0.9672
C 2.289 3.726 -2.109  -0.5382
Cl 2.073 4.977 -3.294  0.7042
C 3.567 3.213 -1.926  -0.3539
N 4.699 3.692 -2.654  0.0407
C 3.723 2.229 -0.971  -0.3499
S 5.374 1.627 -0.694  1.0495
H 5.220 -7.020 -0.217  0.0701
H 5.552 -6.296 1.368  0.0716
H 3.985 -6.968 1.034  0.0669
H 4.914 -4.650 -0.701  0.0991
H 3.269 -5.165 -0.301  0.1008
H 5.049 -4.241 1.902  0.0891
H 6.358 -3.121 -0.031  0.1181
H 2.608 -1.770 1.423  0.0624
H 1.562 -0.275 2.911  0.0530
H 1.368 1.247 3.742  0.0786
H 2.817 0.201 4.053  0.0733
H 4.656 1.997 2.464  0.1111
H 0.373 1.964 1.431  0.1030
H -0.698 2.261 0.095  0.1020
H -0.997 0.022 0.784  0.1176
H 0.691 -0.351 0.668  0.0799
H 0.317 0.326 -1.962  0.1018
H 0.005 -1.267 -1.314  0.1035
H -2.339 0.496 -0.944  0.1065
H -1.799 0.557 -2.604  0.0263
H -3.144 -1.297 -2.882  0.1049
H -1.686 -2.092 -2.376  0.1028
H -3.603 -1.194 -0.199  0.0859
H -2.545 -2.570 -0.246  0.1126
H -4.374 -3.796 -0.582  0.1032
H -4.174 -3.391 -2.256  0.1027
H -5.802 -1.525 -2.007  0.1014
H -6.521 -3.018 -1.466  0.0978
H -7.028 -1.999 0.500  0.1064
H -5.255 -1.917 0.850  0.1021
H -5.314 0.162 -0.655  0.1015
H -7.061 0.116 -0.546  0.1142
H -6.106 1.695 1.085  0.0783
H -6.791 0.315 1.996  0.1009
H -3.285 0.853 3.117  0.0658
H -4.681 2.021 3.267  -0.2517
H -3.528 2.014 1.803  0.0651
H -2.709 4.787 -1.377  0.0376
H -1.917 6.379 -1.499  0.0862
H -2.398 5.723 0.053  0.0601
H 4.607 4.687 -2.816  0.0541
H 4.686 3.261 -3.574  0.0924
I -6.354 3.045 3.865  -0.2595

Force components x, y, z for each atom (eV/Å):
-0.464 -0.182 0.107
-0.084 0.194 0.541
0.461 0.106 -0.285
0.056 -0.090 0.037
-0.085 0.223 -0.051
0.107 -0.614 0.164
-0.109 0.356 -0.058
0.063 -0.207 0.001
-0.161 0.807 -0.244
-0.249 -0.981 0.320
-0.423 -0.131 0.258
1.051 0.927 -0.277
-0.523 -0.256 0.364
0.135 -0.386 -0.766
-0.089 -0.469 0.119
-0.664 0.321 -0.184
-0.445 -0.076 0.111
-0.054 -0.367 -0.362
0.382 0.251 0.424
-0.471 0.242 0.311
0.471 -0.382 -0.588
-0.486 0.360 0.153
0.640 -0.918 -0.065
-0.372 -0.053 0.329
-0.259 -0.241 0.167
-0.292 0.789 -0.953
0.677 -0.374 0.065
-0.072 -0.217 -0.447
-0.001 -0.025 0.100
0.363 0.374 1.056
-0.056 0.127 -0.584
0.100 0.064 0.498
0.135 -0.035 0.130
-0.057 -0.073 -0.227
-0.284 0.140 0.557
-0.147 0.047 -0.214
0.083 -0.136 0.123
0.016 0.074 0.070
-0.170 0.501 -0.297
-0.099 -0.176 0.014
0.742 -0.774 0.359
0.126 0.049 -0.132
0.016 0.024 -0.053
0.185 0.090 -0.140
0.028 -0.082 0.007
0.024 -0.087 -0.087
0.086 -0.025 -0.306
-0.104 -0.031 0.172
0.198 0.161 -0.094
-0.081 0.064 -0.076
-0.056 -0.045 0.092
0.234 0.137 0.284
-0.184 0.229 0.323
0.163 0.500 -0.243
-0.051 -0.123 0.072
0.071 0.207 -0.010
-0.103 -0.067 -0.119
0.102 -0.056 -0.125
0.261 0.052 0.228
-0.153 -0.079 -0.161
-0.137 -0.063 0.003
-0.029 0.084 -0.007
-0.035 0.228 0.026
-0.056 -0.126 -0.009
-0.118 0.060 -0.105
0.128 0.220 0.113
-0.015 0.017 0.054
0.144 0.152 -0.077
0.007 0.061 0.011
0.154 -0.147 -0.155
0.176 -0.322 0.305
-0.215 -0.054 0.273
-0.028 0.188 0.012
-0.105 0.075 0.140
-0.073 0.094 0.285
-0.063 0.297 0.096
0.084 -0.022 -0.106
1.592 -1.835 -1.958
-0.140 0.093 -0.061
0.081 -0.020 -0.199
0.084 -0.041 -0.122
0.066 0.040 0.034
-0.023 0.021 0.031
0.230 -0.027 0.010
-1.837 1.368 1.000

Summary:
LUMO level in eV: 1.519
E in hartree: -6277.08995
Total charge: -1
Gap between HOMO and LUMO in eV: 4.783
HOMO in eV: -3.26

***

# 2
C4H9NO2S | ωB97M-V/def2-TZVPD

Each line ends with the natural charge from an NBO analysis.
Positions of all 17 atoms, in Å:
C -1.492 0.634 0.571  0.2603
C 1.530 -1.389 0.630  -0.6193
C 0.694 -0.112 -1.463  -0.6623
C 0.691 -0.223 0.108  0.1081
N -1.308 1.884 1.118  -0.8134
O -2.990 -1.171 -0.693  -0.9411
O -0.616 -0.379 0.781  -0.5081
S -2.950 0.266 -0.258  0.8822
H 1.665 -1.192 1.645  0.2143
H 1.277 -2.452 0.494  0.2338
H 2.554 -1.351 0.086  0.2067
H -0.157 -0.663 -1.842  0.2472
H 1.750 -0.388 -1.805  0.2274
H 0.544 0.923 -1.904  0.2151
H 1.157 0.685 0.597  0.1608
H -0.431 2.351 1.229  0.3966
H -1.917 2.576 0.707  0.3916

Force components x, y, z for each atom (eV/Å):
-0.781 -1.132 -0.626
1.958 -0.253 -2.448
0.673 1.410 0.572
0.638 0.400 0.138
-0.529 0.262 -0.354
0.136 0.685 0.197
-0.083 1.223 -0.990
1.252 -0.185 0.556
0.480 -0.051 1.771
-0.900 0.655 -0.183
-1.446 0.280 1.099
0.288 -0.783 -0.354
-1.771 -0.165 0.247
0.097 -0.852 1.035
-0.380 -0.719 -0.807
0.876 -0.679 0.073
-0.508 -0.096 0.074

Summary:
LUMO level in eV: 0.408
E in hartree: -761.15423
Gap between HOMO and LUMO in eV: 8.233
HOMO in eV: -7.83
Energy relative to the best compared isomer or geometry (same formula, charge and spin) in kJ/mol: 286.70